# 1
C30H29BrN6O7PtS2 as an isolated structure in a non-equilibrium geometry, computed with ωB97M-V/def2-TZVPD.

Atoms and positions in Å:
Pt  1.731  -0.647  -0.220
Br  -2.506  -1.387  6.086
S  1.022  -3.779  -1.522
S  -3.673  2.698  2.671
O  -0.166  -3.138  -1.016
O  -3.539  4.134  2.661
O  -3.445  -0.416  -2.811
O  -4.293  1.265  -1.759
O  1.993  -2.716  -2.173
O  0.876  -4.861  -2.441
O  -2.559  1.932  3.180
N  -1.884  1.574  -0.317
N  -0.141  0.249  -0.500
N  -3.389  0.474  -1.994
N  0.216  1.597  -9.528
N  3.672  -1.161  -0.024
N  1.916  -0.809  1.972
C  -3.949  2.159  0.982
C  4.121  -1.231  1.254
C  -1.126  -1.171  4.811
C  1.230  0.003  -4.465
C  6.362  -1.609  0.497
C  -1.086  -0.213  -1.357
C  -2.180  0.585  -1.252
C  2.277  0.458  -5.318
C  -2.765  2.648  0.141
C  4.550  -1.279  -1.025
C  0.084  -0.631  5.210
C  0.699  0.953  -7.076
C  -5.406  3.149  4.731
C  -1.342  -1.555  3.498
C  -5.188  2.249  3.522
C  1.702  -1.235  -2.176
C  5.896  -1.504  -0.808
C  1.484  -0.600  -3.253
C  2.012  0.902  -6.589
C  5.462  -1.470  1.532
C  -0.332  -1.383  2.568
C  -0.642  1.314  0.128
C  -0.354  0.594  -6.220
C  3.129  -1.081  2.290
C  1.968  -4.375  -0.142
C  -0.106  0.145  -4.948
C  0.433  1.320  -8.429
C  1.103  -0.491  4.283
C  0.905  -0.872  2.957
C  0.062  2.151  1.132
H  -0.947  -1.087  -1.969
H  -3.128  3.178  -0.731
H  1.503  -5.309  0.167
H  -0.470  -1.701  1.539
H  -0.462  2.109  2.089
H  1.909  -3.634  0.653
H  4.147  -1.201  -2.025
H  2.993  -4.542  -0.466
H  -0.927  -0.134  -4.299
H  -4.021  1.072  1.002
H  -2.289  -1.986  3.203
H  5.779  -1.535  2.566
H  -2.170  3.336  0.738
H  -4.685  2.923  5.516
H  2.823  1.220  -7.233
H  -4.891  2.582  0.641
H  -5.092  1.199  3.794
H  7.411  -1.786  0.692
H  -1.372  0.679  -6.579
H  3.298  0.423  -4.960
H  6.565  -1.597  -1.651
H  1.073  1.774  1.256
H  0.232  -0.320  6.234
H  -5.978  2.371  2.779
H  -5.290  4.195  4.449
H  2.052  -0.075  4.599
H  3.405  -1.285  3.322
H  0.108  3.190  0.803
H  -6.409  3.001  5.129

Values from the calculation:
Highest occupied orbital energy (spin up / spin down) in eV: -5.38 / -5.38
Net charge: 0
Energy relative to the best compared isomer or geometry (same formula, charge and spin) in eV: 0.623
LUMO energy (spin up / spin down) in eV: -2.0 / -2.0
HOMO-LUMO gap (spin up / spin down) in Eh: 0.1249 / 0.1250
Electronic energy in Eh: -5505.31947


# 2
C19H43LaN2OP3S as an isolated structure in a non-equilibrium geometry, computed with ωB97M-V/def2-TZVPD.

Atoms and positions in Å:
La  0.117  -0.117  0.276
S  0.328  0.036  -2.437
P  -2.031  -1.895  1.894
P  1.757  2.282  -0.574
P  -1.781  2.115  0.773
O  1.712  -0.020  1.812
N  3.779  0.008  2.789
N  1.960  0.757  3.974
C  1.928  -2.745  -4.846
C  2.454  0.246  2.855
C  3.287  1.348  -0.946
C  -2.983  2.297  -0.607
C  1.537  -2.059  -3.698
C  2.476  3.594  0.487
C  0.755  -1.137  -6.233
C  -1.158  3.838  0.864
C  -2.948  2.154  2.185
C  0.770  -0.874  -3.816
C  1.558  3.212  -2.135
C  1.556  -2.266  -6.123
C  0.532  0.970  4.210
C  0.346  -0.442  -5.100
C  -1.747  -3.685  1.845
C  -2.605  -1.418  3.543
C  -3.397  -1.584  0.746
C  0.219  -4.956  -0.982
C  -0.888  -4.619  -1.658
H  2.539  3.582  -2.461
H  3.998  2.062  -1.391
H  1.174  -4.449  -1.177
H  0.431  -0.783  -7.218
H  0.879  4.063  -1.972
H  -2.447  2.476  -1.546
H  -0.040  0.037  4.110
H  2.524  -3.647  -4.755
H  2.617  0.848  4.739
H  -3.613  1.283  2.179
H  1.129  2.562  -2.904
H  2.835  3.161  1.421
H  3.316  4.054  -0.050
H  -0.877  -3.853  -2.434
H  0.421  1.331  5.243
H  -0.437  3.931  1.683
H  -2.397  2.172  3.133
H  -1.840  -5.128  -1.486
H  -1.868  -1.777  4.261
H  -0.773  -1.043  2.062
H  -4.318  -2.071  1.126
H  -3.647  3.148  -0.396
H  -3.175  -2.009  -0.250
H  0.218  -5.703  -0.168
H  -3.559  3.066  2.116
H  -1.061  -3.976  2.647
H  -2.004  4.510  1.060
H  -3.587  1.388  -0.715
H  -3.590  -1.823  3.782
H  1.812  -2.423  -2.707
H  1.886  -2.806  -7.022
H  -0.669  4.135  -0.072
H  -3.614  -0.506  0.626
H  -1.325  -4.013  0.882
H  0.120  1.734  3.529
H  3.088  0.546  -1.667
H  4.160  -0.409  1.954
H  1.723  4.355  0.708
H  -0.278  0.445  -5.156
H  -2.710  -4.205  2.003
H  4.350  0.087  3.628
H  -2.646  -0.322  3.587
H  3.721  0.925  -0.033

Values from the calculation:
Highest occupied orbital energy in eV: -14.69
Net charge: +3
LUMO energy in eV: -10.4
HOMO-LUMO gap in Eh: 0.1557
Electronic energy in Eh: -2387.43187


# 3
C9H14BrCdI2N3S as an isolated structure, computed with ωB97M-V/def2-TZVPD.

Atoms and positions in Å:
I  2.656  -0.076  -0.146
I  2.462  -2.539  0.846
Cd  -0.205  0.155  -0.102
Br  -0.321  2.810  -1.440
S  -1.737  -1.588  -0.808
N  -2.718  -0.582  -3.083
N  -0.612  1.970  1.157
N  -0.884  -1.939  -3.319
C  -1.336  3.340  4.584
C  -1.125  4.418  2.300
C  -0.647  3.079  0.420
C  0.133  -2.884  -2.858
C  -1.768  -1.327  -2.544
C  -1.098  3.282  3.106
C  -0.834  2.073  2.475
C  -3.772  0.117  -2.347
C  -0.897  4.328  0.933
H  -0.800  1.150  3.041
H  -2.158  2.684  4.872
H  -1.583  4.350  4.900
H  -0.996  -1.852  -4.320
H  0.823  -2.399  -2.170
H  0.688  -3.223  -3.728
H  -4.475  0.514  -3.073
H  -3.359  0.944  -1.769
H  -0.325  -3.740  -2.368
H  -2.762  -0.528  -4.091
H  -1.327  5.385  2.741
H  -0.915  5.200  0.296
H  -0.448  3.022  5.131
H  -4.295  -0.566  -1.683

Values from the calculation:
Highest occupied orbital energy in eV: -15.77
Net charge: +2
LUMO energy in eV: -8.0
HOMO-LUMO gap in Eh: 0.2853
Electronic energy in Eh: -4250.45544


# 4
One molecule with the formula CH4N2O in a non-equilibrium geometry, computed with ωB97M-V/def2-TZVPD.

Atoms and positions in Å:
O  -0.359  -0.066  -1.474
N  0.720  -0.682  0.601
N  -0.424  0.227  0.848
C  0.243  0.285  -0.360
H  -0.246  1.032  1.580
H  -1.296  -0.407  -1.202
H  0.861  1.288  -0.497
H  0.502  -1.678  0.505

Values from the calculation:
Highest occupied orbital energy in eV: -9.43
Net charge: 0
Structure (SMILES): OC1NN1
Energy relative to the best compared isomer or geometry (same formula, charge and spin) in eV: 3.700
LUMO energy in eV: 1.0
HOMO-LUMO gap in Eh: 0.3843
Electronic energy in Eh: -225.15602